No. 1
Molecular formula: C13H27N2O12PS2
Method: DFT, ωB97M-V/def2-TZVPD

As for the HOMO energy: -1.426 eV. The total charge is -2. The value obtained for the strongest force on any atom is 5.2 eV/Å.

```
57
Properties=species:S:1:pos:R:3:forces:R:3:nbo_charge:R:1
N -4.98969 1.01861 -5.96842 0.230 -1.005 0.761 -1.2485
P -3.69010 0.34191 -5.36804 -1.768 0.076 -0.813 1.0315
S -2.02316 1.66666 -5.00481 4.278 1.923 1.327 1.9197
O -2.40311 2.51988 -3.87149 -1.032 -0.688 -1.173 -0.9555
O -0.92696 0.76758 -4.53544 -1.305 -0.338 -1.222 -1.0298
N -1.44577 2.44875 -6.34021 -2.319 -0.476 1.697 -1.1215
S -2.11079 3.99195 -6.59650 2.131 2.732 -0.938 2.0604
O -1.87363 4.94956 -5.50746 -0.660 -1.518 0.106 -0.9684
O -1.41203 4.51596 -7.79640 -0.702 -1.533 0.612 -0.9945
C -3.93574 3.96624 -7.07804 -5.172 0.011 -0.230 0.5442
O -4.20721 3.55378 -8.21255 2.095 -0.314 -0.228 -0.7162
O -4.85360 4.38641 -6.30538 2.987 -0.032 0.415 -0.7356
H -5.72071 0.86060 -5.26151 0.181 0.546 -0.461 0.3507
H -3.18432 -0.71803 -6.20347 0.352 0.513 0.549 -0.0694
H -3.97323 -0.27094 -4.10499 0.775 0.050 -0.269 -0.0602
O -0.59503 -1.20028 1.73372 -0.130 0.095 -0.166 -0.6638
C -0.37355 -0.24424 1.01409 0.369 0.167 -0.226 0.8307
O -0.41445 -0.39716 -0.30821 -0.358 -0.490 0.321 -0.5092
C -0.34460 0.69043 -1.26202 0.167 0.343 -0.429 -0.0866
C 1.08826 1.08071 -1.54464 0.164 0.075 0.165 -0.6335
C 0.02875 1.08257 1.59510 -0.542 0.347 0.038 -0.7575
H -0.95317 1.53471 -0.93391 0.039 -0.080 0.099 0.1848
H -0.80177 0.32020 -2.17964 -0.031 -0.078 0.138 0.2503
H 1.59403 1.44125 -0.64760 -0.016 0.022 -0.006 0.1965
H 1.12480 1.86438 -2.30272 -0.155 -0.108 -0.046 0.2445
H 1.65423 0.21825 -1.90114 -0.069 0.044 -0.065 0.2084
H 1.09478 1.06205 1.82259 -0.029 -0.063 -0.069 0.2515
H -0.53246 1.24205 2.51323 0.190 -0.075 0.013 0.2470
H -0.18898 1.93155 0.95130 0.181 -0.073 -0.124 0.2311
O 2.65506 -0.70402 0.54575 0.449 -0.184 -0.050 -0.5768
C 2.76679 -1.89253 0.40807 -0.637 -0.011 0.124 0.8054
O 3.73477 -2.38263 -0.39490 0.565 0.264 -0.087 -0.5123
C 4.06311 -3.76922 -0.49843 -0.225 -0.119 -0.092 -0.0631
C 3.15126 -4.47639 -1.48026 -0.157 -0.021 -0.049 -0.6381
C 1.79062 -2.84203 1.04820 0.410 -0.467 0.450 -0.7508
H 4.06849 -4.24329 0.48610 -0.112 0.030 -0.013 0.1685
H 5.08981 -3.81013 -0.86585 -0.035 0.232 0.031 0.1896
H 2.10978 -4.44114 -1.15969 0.040 -0.047 0.058 0.2171
H 3.44340 -5.52311 -1.59082 0.013 0.034 0.001 0.2059
H 3.19862 -3.99284 -2.45743 0.082 -0.022 0.052 0.2272
H 0.89140 -2.90320 0.43506 -0.007 0.119 0.084 0.2737
H 1.52803 -2.45323 2.02987 -0.213 0.164 -0.226 0.2539
H 2.19110 -3.84230 1.21004 -0.016 -0.048 -0.212 0.1978
O -0.38979 2.10119 4.65614 -0.006 0.084 0.629 -0.5639
C -0.24751 1.19081 5.42702 0.190 -0.293 -0.567 0.7997
O -0.07702 1.44936 6.74293 -0.206 0.478 0.353 -0.5166
C -0.06845 0.44594 7.76040 0.152 -0.149 -0.085 -0.0654
C 1.30272 -0.18387 7.89859 0.136 -0.066 -0.082 -0.6364
C -0.16619 -0.23320 4.94022 -0.571 -0.254 0.220 -0.7554
H -0.85374 -0.29287 7.58574 0.079 -0.015 -0.085 0.1762
H -0.32628 0.95590 8.68992 -0.027 0.162 -0.160 0.1903
H 1.60793 -0.68878 6.98167 -0.079 -0.057 0.031 0.2142
H 1.31117 -0.91177 8.71276 -0.006 0.033 -0.014 0.2093
H 2.05281 0.58225 8.10383 -0.089 0.001 0.065 0.2166
H 0.84588 -0.43134 4.58601 -0.065 0.015 -0.067 0.2486
H -0.86443 -0.35923 4.11378 0.291 0.058 -0.155 0.2789
H -0.44014 -0.97373 5.68983 0.195 0.006 0.068 0.2047
```
Positions in Å, forces in eV/Å.



No. 2
Molecular formula: C4H5NO
Method: DFT, ωB97M-V/def2-TZVPD

As for the HOMO energy: -9.092 eV. The relative energy (zero: lowest compared OMol25 entry of this formula, charge and spin) is 5.554 eV. The total charge is 0. The value obtained for the strongest force on any atom is 0.4 eV/Å.

```
11
Properties=species:S:1:pos:R:3:forces:R:3:nbo_charge:R:1
O 0.91879 2.10927 0.76120 -0.234 -0.348 -0.156 -0.5457
C 0.33800 1.17066 0.25387 0.149 0.183 0.053 0.4317
C 0.18026 0.91747 -1.16924 0.085 -0.010 0.153 -0.3622
C -0.68100 -0.82119 -0.22855 -0.099 -0.052 0.054 -0.0876
N 0.30573 -1.27408 0.66892 0.158 -0.080 -0.058 -0.5357
C -0.35442 0.01253 0.94125 -0.079 0.196 0.149 -0.1749
H -0.53387 -0.18521 -1.26198 0.017 -0.011 -0.132 0.2175
H 1.06292 0.58353 -1.72681 -0.105 -0.018 0.078 0.2019
H -1.57532 -1.39716 -0.45445 0.113 0.105 0.013 0.2452
H 1.26929 -1.20350 0.35816 -0.098 0.032 -0.005 0.3794
H -0.93038 0.08768 1.85762 0.093 0.003 -0.149 0.2303
```
Positions in Å, forces in eV/Å.



No. 3
Molecular formula: CH5NOS2
Method: DFT, ωB97M-V/def2-TZVPD

As for the HOMO energy: -8.953 eV. The relative energy (zero: lowest compared OMol25 entry of this formula, charge and spin) is 0.178 eV. The total charge is 0. The structure (SMILES) is NC=O.SS. The value obtained for the strongest force on any atom is 0.4 eV/Å.

```
10
Properties=species:S:1:pos:R:3:forces:R:3:nbo_charge:R:1
S -1.80841 1.57110 0.22924 0.270 0.079 0.041 -0.1338
S -0.94859 1.24422 -1.65838 -0.202 -0.008 0.365 -0.1542
H -2.24500 2.81907 0.00742 -0.061 -0.069 -0.182 0.1344
H -1.37493 -0.02644 -1.64203 0.016 -0.051 -0.248 0.1633
C 0.77662 -1.50818 0.67043 0.203 0.058 -0.064 0.5277
N 1.45202 -0.38972 0.31429 0.068 0.282 -0.178 -0.8252
O -0.07586 -2.03100 -0.01077 -0.072 -0.112 -0.014 -0.6134
H 1.13421 -1.93383 1.62438 -0.201 0.039 0.042 0.1054
H 1.18000 0.07859 -0.54220 -0.132 -0.039 0.187 0.4036
H 1.90993 0.17618 1.00761 0.112 -0.179 0.050 0.3921
```
Positions in Å, forces in eV/Å.